Density functional theory data (ωB97M-V/def2-TZVPD) for a cluster of 2 separate species, C6H9N2 in total at a distorted geometry.

multiplicity: 1
LUMO energy: -4.8 eV
energy relative to the best compared isomer or geometry (same formula, charge and spin): 486.8 kJ/mol
HOMO: -13.0610 eV
HOMO-LUMO gap: 8.25 eV
max |F|: 4.7 eV/Å
total charge: +1
E: -343.1361 a.u.

XYZ file:
```
17
Properties=species:S:1:pos:R:3:forces:R:3
C 1.20346 -1.64178 1.38284 -0.11 -0.07 0.02
C 0.43681 -1.92090 0.51681 -0.37 0.26 -0.06
C 0.45588 1.50007 -1.35329 -2.01 -0.93 0.59
C -1.25277 -1.17589 -1.04652 -0.26 -0.71 0.60
C -0.31225 -2.03215 -0.66235 -0.26 -0.70 -1.06
C 0.00181 1.94147 1.06728 -1.32 0.67 4.43
N 0.14880 1.70588 -0.14651 1.61 -0.87 -2.47
N -0.18864 1.09077 2.13370 -0.24 2.30 -1.37
H 1.87507 -1.34618 2.10499 1.06 0.15 1.19
H 1.35887 1.10559 -1.81204 0.66 0.61 0.73
H -0.41160 1.47127 -2.01394 0.14 0.27 -0.22
H -1.78090 -0.57130 -0.33674 0.23 0.79 0.22
H -1.68183 -1.25773 -2.01002 -0.47 -0.19 -0.79
H -0.04918 -2.87987 -1.29716 0.19 0.41 -0.15
H -0.12314 2.98675 1.37650 0.36 -0.08 -0.43
H -0.02832 0.12858 1.90602 -0.33 -0.89 0.57
H -0.64835 1.47384 3.01418 1.10 -1.01 -1.82
```
Forces are in eV/Å.

Atom charges from the Mulliken analysis, given in e for atoms 1 to 2: C -0.1599; C -0.0359



Density functional theory data (ωB97M-V/def2-TZVPD) for the ion C6H9N2O with charge +1 at a distorted geometry.

multiplicity: 1
LUMO energy (spin up / spin down): -6.7 / -6.7 eV
energy relative to the best compared isomer or geometry (same formula, charge and spin): 446.9 kJ/mol
HOMO (spin up / spin down): -14.2865 / -14.2867 eV
HOMO-LUMO gap (spin up / spin down): 7.56 / 7.56 eV
max |F|: 6.0 eV/Å
total charge: +1
E: -418.3432 a.u.

XYZ file:
```
18
Properties=species:S:1:pos:R:3:forces:R:3
C -0.85295 -0.84748 -0.66265 -3.98 -2.87 3.51
C -0.84535 -0.74771 0.71704 1.29 -1.01 -2.78
C 0.15999 0.27169 1.18062 -2.63 -2.50 3.00
C 0.42512 0.13844 -2.43526 -0.58 0.85 -3.06
C -1.63893 -1.59310 1.60712 -0.14 -0.16 0.38
C 1.76191 1.73015 0.02040 1.74 -2.34 -1.55
N 0.60580 0.97682 0.21936 -0.11 1.04 -4.75
N -0.17521 0.00114 -1.36893 3.61 2.23 3.22
O 0.39454 0.49038 2.35338 0.47 0.09 0.10
H -1.59676 -1.52909 -1.11108 0.54 0.46 -0.24
H 0.95419 1.07306 -2.50538 0.70 0.17 -0.38
H 0.17605 -0.40386 -3.39575 0.43 0.15 1.32
H -1.13078 -2.31994 2.25524 0.64 0.41 -0.29
H -2.34927 -2.22597 1.03537 -0.06 0.93 0.53
H -1.99925 -0.83823 2.31841 -0.93 -0.55 0.03
H 2.75660 1.23004 0.19577 -1.15 0.24 0.12
H 1.72447 2.01915 -1.01824 0.23 0.65 -0.45
H 1.62982 2.57452 0.59461 -0.09 2.22 1.30
```
Forces are in eV/Å.

Atom charges from the Mulliken analysis, given in e for atoms 1 to 2: C -0.3852; C 0.4089



Density functional theory data (ωB97M-V/def2-TZVPD) for a cluster of 2 separate species, C6H9N2O2 in total at a distorted geometry.

multiplicity: 1
LUMO energy: 3.7 eV
energy relative to the best compared isomer or geometry (same formula, charge and spin): 35.0 kJ/mol
HOMO: -4.8598 eV
HOMO-LUMO gap: 8.56 eV
max |F|: 1.4 eV/Å
total charge: -1
E: -494.1094 a.u.

XYZ file:
```
19
Properties=species:S:1:pos:R:3:forces:R:3
C 1.67029 -3.09350 -1.51439 0.79 -0.10 0.35
C 0.59588 0.23891 -0.94424 0.57 0.46 -1.03
C 0.76006 -1.48743 0.31525 0.68 -0.41 0.33
C 1.25972 -1.78062 -0.92324 -0.42 -0.04 -0.98
N 0.36263 -0.18203 0.29265 -0.22 0.13 1.33
N 1.13927 -0.67817 -1.72885 -0.09 -0.15 0.03
H -0.00364 0.48637 1.13533 -0.02 -0.24 -1.22
H 0.46644 1.24759 -1.30807 -0.31 0.07 0.38
H 0.84868 -2.08750 1.20791 -0.42 0.15 0.10
H 2.52906 -3.52607 -0.98683 -0.23 -0.14 0.17
H 2.01075 -3.01962 -2.54323 -0.15 0.45 -0.15
H 0.85370 -3.80105 -1.50996 -0.23 -0.33 0.12
C -2.15848 2.56606 0.66920 -0.76 0.43 0.72
C -1.27894 2.51848 1.92379 0.46 -0.33 -0.24
O -0.44117 1.54913 1.91750 -0.06 0.35 0.76
O -1.39841 3.35450 2.81619 -0.23 0.17 0.04
H -1.53429 2.44570 -0.20173 -0.07 -0.26 -0.39
H -2.77374 3.46761 0.59950 0.43 0.22 0.05
H -2.90780 1.78164 0.78323 0.27 -0.44 -0.36
```
Forces are in eV/Å.

Atom charges from the Mulliken analysis, given in e for atoms 1 to 2: C -1.1274; C -0.0752



Density functional theory data (ωB97M-V/def2-TZVPD) for a cluster of 2 separate species, C6H9N2O2 in total at a distorted geometry.

multiplicity: 1
LUMO energy: 3.5 eV
energy relative to the best compared isomer or geometry (same formula, charge and spin): 289.3 kJ/mol
HOMO: -3.9685 eV
HOMO-LUMO gap: 7.47 eV
max |F|: 5.6 eV/Å
total charge: -1
E: -494.0125 a.u.

XYZ file:
```
19
Properties=species:S:1:pos:R:3:forces:R:3
C -0.01078 -1.42601 3.18896 1.76 -5.27 -0.41
C -0.81800 -1.04618 -0.28742 -3.37 -0.08 3.20
C 0.02875 -1.24634 1.76350 -1.12 0.79 -1.74
C 1.02644 -1.17382 0.84935 3.00 0.71 0.13
N -1.12218 -1.17253 1.09373 -1.22 -0.16 -4.10
N 0.50281 -0.99841 -0.39030 0.50 -0.44 -0.31
H -1.68356 -0.93282 -1.02080 2.21 -0.25 1.02
H 1.17301 -0.78305 -1.12747 -1.37 -0.05 -0.33
H 2.11329 -1.02228 0.82336 -0.43 -0.38 0.90
H 0.04901 -2.68063 3.25080 0.13 3.16 0.63
H -0.81733 -1.16744 3.77971 -1.93 0.91 0.48
H 0.86625 -0.98001 3.52358 1.71 0.34 1.48
C -0.10588 2.64519 -1.84768 -1.69 2.34 -2.06
C -0.25838 1.48174 -2.72730 0.16 -2.07 -1.64
O 0.10790 1.45910 -3.92553 0.28 1.12 0.06
O -0.73420 0.48824 -2.14780 -0.71 -0.69 0.22
H 0.23135 3.48857 -2.54097 -0.61 -0.46 1.80
H 0.46567 2.39093 -1.04755 3.02 -0.53 1.85
H -1.01417 2.67577 -1.21016 -0.31 1.02 -1.15
```
Forces are in eV/Å.

Atom charges from the Mulliken analysis, given in e for atoms 1 to 2: C -1.1593; C -0.1680